[1]
Computed, not measured: 2 unconnected molecules or ions with the total composition C3H8NOP at a distorted geometry, with ωB97M-V/def2-TZVPD.

The geometry in XYZ format:
```
14
Properties=species:S:1:pos:R:3:forces:R:3:lowdin_charge:R:1
C 0.50821 0.40780 0.69595 -2.297 -0.882 1.396 -0.79
C 0.04515 -0.60242 1.77623 -2.546 -0.731 -0.290 -0.10
C 1.72766 0.14275 -0.08828 -2.155 -1.351 -1.439 -0.06
N -2.02769 -0.24336 -2.99724 1.198 -0.130 -0.291 0.09
O 0.39335 1.81053 0.98263 1.520 1.004 2.095 -0.41
P -0.82795 1.41415 0.04239 -1.761 -0.321 -1.633 0.92
H -0.68800 -1.35715 1.23774 1.383 1.401 1.009 0.10
H -0.54970 -0.26390 2.71098 1.044 0.123 -1.813 0.10
H 0.82841 -1.22391 2.13833 0.984 -0.355 0.335 0.04
H 1.40043 0.17188 -1.12658 0.410 -0.213 -0.335 0.07
H 2.11004 -0.84356 0.10729 0.885 0.076 0.279 0.09
H 2.21687 1.03654 0.06624 2.502 1.248 0.363 0.06
H -2.28194 -0.49344 -2.05057 -0.473 -0.026 0.326 -0.06
H -2.85486 0.04407 -3.49512 -0.695 0.157 -0.001 -0.04
```
Forces are in eV/Å.

Computed properties:
E_HOMO (alpha / beta)	-0.2752 / -0.3424	Eh
energy relative to the best compared isomer or geometry (same formula, charge and spin)	108.23	kcal/mol
net charge	0
Kohn-Sham gap (alpha / beta)	6.662 / 9.132	eV

---

[2]
Computed, not measured: a molecular structure, C2H17FHfO7 at a distorted geometry, with ωB97M-V/def2-TZVPD.

The geometry in XYZ format:
```
28
Properties=species:S:1:pos:R:3:forces:R:3:lowdin_charge:R:1
Hf -1.96357 -0.59436 0.11233 10.293 2.724 -2.596 2.30
F 0.26574 -1.15965 -0.53662 -4.718 0.539 1.057 -0.42
C -0.45442 3.76734 1.56678 0.053 0.000 -0.933 -0.05
C -0.07182 2.28379 1.56646 -0.449 -0.115 1.444 -0.32
O -0.52551 1.43080 0.50071 -3.464 -2.856 -0.514 -0.31
H -1.23316 4.11126 2.24751 -0.206 -0.542 -0.118 0.08
H -0.70074 4.02971 0.53790 0.025 0.432 0.061 0.09
H 0.45306 4.29291 1.86402 -0.063 0.179 -0.177 0.09
H -0.37729 1.89309 2.53710 0.123 -0.429 0.035 0.11
H 1.01809 2.28391 1.55228 0.163 -0.613 -0.384 0.13
O -2.09758 -2.29607 -1.79400 -0.904 0.717 2.080 -0.07
H -2.62677 -3.08303 -1.66410 -0.296 -0.684 -0.005 0.09
H -1.65599 -2.43929 -2.63109 0.760 0.264 -0.530 0.11
O -0.50435 -1.25676 2.25631 -2.167 1.086 -1.688 -0.05
H -1.07458 -0.94745 2.96016 0.106 0.270 0.958 0.07
H -0.02678 -1.99222 2.64006 0.686 -0.931 -0.126 0.10
O 2.09223 -2.99826 -1.87905 -0.273 -0.154 -0.280 -0.04
H 1.51483 -2.59405 -1.23139 0.004 -0.074 0.042 -0.04
H 2.63714 -2.27846 -2.19717 0.313 0.137 -0.259 0.05
O 1.65205 1.07297 -1.33425 0.131 0.197 -0.589 -0.04
H 1.41009 0.15479 -1.21332 0.059 -0.163 0.177 -0.02
H 1.15805 1.54191 -0.66173 -0.073 0.073 0.120 -0.01
O -1.93712 0.35702 -2.09652 -0.567 -0.588 1.915 -0.06
H -1.14903 0.41942 -2.63620 1.232 0.074 0.007 0.11
H -2.62658 0.74915 -2.63235 -0.740 0.345 -0.162 0.12
O 2.30618 -2.50378 1.01692 -0.423 -0.105 0.643 -0.04
H 3.01340 -2.08443 0.52680 0.386 0.009 -0.076 0.05
H 1.50444 -2.16038 0.62255 0.008 0.207 -0.103 -0.04
```
Forces are in eV/Å.

Computed properties:
E_HOMO	-0.5904	Eh
energy relative to the best compared isomer or geometry (same formula, charge and spin)	0.00	kcal/mol
net charge	+2
Kohn-Sham gap	4.156	eV